{
  "formula": "C7H13ClF4O9PS2",
  "method": "ωB97M-V/def2-TZVPD",
  "symbols": ["O", "S", "O", "S", "F", "P", "O", "Cl", "C", "F", "F", "F", "H", "C", "O", "C", "O", "O", "C", "H", "H", "H", "H", "H", "H", "C", "O", "C", "O", "O", "C", "H", "H", "H", "H", "H", "H"],
  "positions_angstrom": [[-1.464, -3.118, 2.878], [-0.686, -4.253, 3.236], [-1.306, -5.447, 2.779], [-0.572, -4.303, 5.375], [-1.191, -2.916, 5.835], [1.464, -4.257, 6.210], [2.245, -3.101, 5.337], [2.344, -6.078, 5.842], [0.950, -4.059, 2.360], [0.729, -4.515, 1.137], [1.934, -4.779, 2.877], [1.280, -2.798, 2.226], [2.060, -2.281, 5.842], [-0.087, 0.431, -2.740], [-1.166, -0.483, -2.530], [-1.310, -0.883, -1.269], [-0.626, -0.546, -0.334], [-2.345, -1.726, -1.216], [-2.614, -2.233, 0.087], [-0.068, 0.684, -3.797], [-0.240, 1.346, -2.169], [0.865, -0.031, -2.479], [-2.868, -1.423, 0.771], [-1.761, -2.797, 0.461], [-3.467, -2.904, 0.011], [1.165, 4.032, -1.124], [1.132, 4.064, -2.550], [0.658, 5.206, -3.062], [0.277, 6.156, -2.432], [0.683, 5.104, -4.392], [0.200, 6.261, -5.079], [1.563, 3.064, -0.824], [1.818, 4.812, -0.735], [0.160, 4.134, -0.714], [0.815, 7.129, -4.848], [-0.842, 6.451, -4.826], [0.269, 6.058, -6.145]],
  "nbo_charge": [-0.820, 1.836, -0.791, 0.665, -0.383, 1.038, -0.938, -0.128, 0.798, -0.263, -0.290, -0.255, 0.530, -0.257, -0.484, 0.982, -0.660, -0.488, -0.250, 0.207, 0.194, 0.189, 0.194, 0.170, 0.201, -0.259, -0.502, 0.977, -0.634, -0.493, -0.257, 0.191, 0.197, 0.193, 0.195, 0.194, 0.199],
  "lumo_energy_ev": -6.804,
  "total_charge": 1,
  "e_tot_ha": -2948.7122,
  "relative_energy_ev": 1.339
}

{
  "formula": "CH8O5",
  "method": "ωB97M-V/def2-TZVPD",
  "symbols": ["O", "C", "O", "H", "H", "H", "H", "O", "H", "H", "O", "H", "H", "O"],
  "positions_angstrom": [[0.723, 1.375, 0.243], [1.430, 0.657, 0.919], [1.019, -0.449, 1.634], [2.429, 1.148, 1.092], [0.000, -0.555, 1.463], [-2.367, -1.230, 1.097], [-1.531, -1.226, -0.116], [-1.425, -1.005, 0.841], [-2.120, 0.984, -1.972], [-1.263, 1.539, -0.723], [-1.869, 0.877, -1.017], [1.772, -1.408, -0.873], [1.255, 0.013, -1.129], [1.946, -0.720, -1.460]],
  "nbo_charge": [-0.651, 0.645, -0.709, 0.149, 0.528, 0.494, 0.505, -0.953, 0.477, 0.500, -0.978, 0.459, 0.479, -0.946],
  "lumo_energy_ev": 0.343,
  "e_tot_ha": -419.0800,
  "relative_energy_ev": 1.203
}

{
  "formula": "C5H12NO",
  "method": "ωB97M-V/def2-TZVPD",
  "symbols": ["C", "C", "N", "C", "C", "C", "O", "H", "H", "H", "H", "H", "H", "H", "H", "H", "H", "H", "H"],
  "positions_angstrom": [[2.209, -1.352, -0.105], [1.429, -0.025, -0.027], [0.025, -0.170, 0.120], [-0.726, -0.944, -0.841], [-0.620, 1.094, 0.463], [-2.172, 1.237, 0.727], [-2.976, 0.662, -0.138], [3.219, -1.096, -0.417], [2.264, -1.735, 0.918], [1.769, -2.086, -0.768], [1.651, 0.548, -0.961], [1.841, 0.537, 0.810], [-1.202, -0.241, -1.540], [-0.090, -1.652, -1.376], [-1.566, -1.420, -0.344], [-0.553, 1.748, -0.452], [-0.009, 1.619, 1.210], [-2.306, 0.918, 1.812], [-2.186, 2.357, 0.908]],
  "nbo_charge": [-0.611, -0.182, -0.468, -0.424, -0.250, 0.018, -0.931, 0.189, 0.196, 0.202, 0.121, 0.184, 0.203, 0.156, 0.226, 0.118, 0.160, 0.043, 0.052],
  "lumo_energy_ev": 3.849,
  "total_charge": -1,
  "e_tot_ha": -327.6501,
  "relative_energy_ev": 1.251
}

{
  "formula": "C9H16N3O5",
  "method": "ωB97M-V/def2-TZVPD",
  "symbols": ["N", "C", "C", "N", "N", "C", "C", "C", "C", "O", "O", "H", "H", "H", "H", "H", "H", "H", "H", "H", "H", "C", "O", "C", "O", "O", "C", "H", "H", "H", "H", "H", "H"],
  "positions_angstrom": [[3.778, -0.508, 2.821], [3.132, 0.307, 1.748], [1.831, -0.441, 1.186], [0.587, 0.104, 1.433], [-0.626, -0.322, 1.122], [-0.524, -1.518, 0.439], [0.686, -2.302, -0.001], [2.037, -1.717, 0.404], [3.395, -2.449, 0.039], [4.503, -1.588, -0.209], [4.302, -0.878, -1.374], [3.054, -1.191, 3.108], [3.934, 0.125, 3.614], [3.812, 0.531, 0.860], [2.792, 1.339, 2.131], [0.580, 1.003, 1.952], [-1.537, -1.976, 0.168], [0.558, -3.257, -0.590], [3.202, -3.022, -0.941], [3.604, -3.255, 0.818], [5.204, -0.533, -1.584], [-2.196, 1.951, -0.010], [-3.512, 2.383, -0.334], [-4.025, 1.796, -1.428], [-3.471, 0.971, -2.112], [-5.255, 2.285, -1.622], [-5.927, 1.744, -2.761], [-1.880, 2.487, 0.886], [-2.184, 0.886, 0.203], [-1.501, 2.192, -0.819], [-6.062, 0.667, -2.653], [-5.380, 1.975, -3.677], [-6.910, 2.212, -2.818]],
  "nbo_charge": [-0.803, -0.260, 0.252, -0.258, -0.133, 0.016, -0.133, 0.020, -0.133, -0.263, -0.451, 0.357, 0.386, 0.248, 0.195, 0.439, 0.256, 0.277, 0.229, 0.263, 0.493, -0.258, -0.489, 0.981, -0.648, -0.485, -0.259, 0.186, 0.190, 0.190, 0.193, 0.196, 0.205],
  "lumo_energy_ev": -5.280,
  "total_charge": 1,
  "e_tot_ha": -892.5553,
  "relative_energy_ev": 2.326
}

{
  "formula": "C2H2N2O2S",
  "method": "ωB97M-V/def2-TZVPD",
  "symbols": ["C", "C", "N", "N", "O", "O", "S", "H", "H"],
  "positions_angstrom": [[0.868, 0.763, 0.150], [1.590, -0.195, 0.635], [-1.037, -0.975, 0.574], [-1.650, -0.974, -0.331], [-1.263, 1.572, -0.923], [-2.195, -1.077, -1.352], [0.070, 1.990, -0.556], [1.960, -0.962, 0.114], [1.657, -0.142, 1.689]],
  "nbo_charge": [-0.296, -0.374, -0.118, 0.452, -0.940, -0.339, 1.161, 0.222, 0.232],
  "lumo_energy_ev": -0.170,
  "e_tot_ha": -735.4111,
  "relative_energy_ev": 4.795
}

{
  "formula": "C19H10Cl2F4N4OS2",
  "method": "ωB97M-V/def2-TZVPD",
  "symbols": ["N", "C", "C", "C", "S", "N", "C", "S", "C", "N", "C", "C", "C", "C", "Cl", "H", "C", "F", "F", "F", "H", "C", "C", "N", "O", "C", "C", "C", "C", "C", "C", "C", "Cl", "H", "H", "H", "F", "H", "H", "H", "H", "H"],
  "positions_angstrom": [[-2.737, -0.819, -2.864], [-1.711, -1.025, -2.302], [-0.566, -1.186, -1.550], [0.607, -0.877, -1.846], [1.658, -1.612, -0.770], [0.414, -2.295, 0.271], [-0.790, -2.180, -0.161], [-2.126, -2.834, 0.252], [-3.286, -1.489, 0.299], [-2.736, -0.340, 0.166], [-3.670, 0.924, 0.208], [-5.073, 0.665, 0.329], [-5.447, -0.891, 0.569], [-4.566, -1.683, 0.704], [-5.116, -3.392, 0.836], [-6.590, -0.898, 0.999], [-5.857, 1.589, 0.522], [-7.135, 1.425, 0.032], [-6.011, 2.275, 1.668], [-5.441, 2.855, -0.077], [-3.221, 1.690, -0.095], [0.873, 0.113, -2.793], [1.532, 1.422, -2.331], [2.570, 1.486, -1.607], [3.403, 0.463, -1.892], [4.655, 0.581, -0.890], [4.312, 0.217, 0.593], [4.012, 1.664, 1.349], [3.579, 1.360, 2.834], [3.697, 0.106, 3.383], [4.000, -0.865, 2.518], [4.272, -0.868, 1.099], [4.733, -2.217, 0.346], [3.975, -2.081, 3.000], [3.381, -0.025, 4.360], [3.455, 2.488, 3.318], [4.006, 2.730, 0.647], [4.918, 1.592, -0.828], [5.291, -0.131, -1.198], [0.839, 2.339, -2.382], [0.236, 0.132, -3.462], [1.661, -0.409, -3.253]],
  "nbo_charge": [-0.329, 0.268, -0.193, -0.166, 0.604, -0.500, -0.054, 0.481, 0.097, -0.417, 0.217, -0.255, -0.084, -0.106, -0.011, 0.277, 0.933, -0.319, -0.312, -0.385, 0.188, -0.494, 0.068, -0.124, -0.409, -0.068, -0.081, 0.460, -0.280, -0.271, -0.139, -0.170, 0.095, 0.206, 0.240, 0.233, -0.281, 0.209, 0.198, 0.200, 0.228, 0.249],
  "lumo_energy_ev": -1.042,
  "e_tot_ha": -3139.8810
}